[1]
Below is a structure of composition C36H31BF4MnNOP2S, with properties calculated with ωB97M-V/def2-TZVPD.

The calculation puts the orbital gap (spin up / spin down) at 8.342 / 8.304 eV. As for the net charge: +1. The spin multiplicity is 2.

The geometry in XYZ format:
```
78
Properties=species:S:1:pos:R:3:forces:R:3:lowdin_spin:R:1
Mn 0.393783 0.575021 -1.083413 0.2821 -0.3132 0.1856 0.972
O -2.287633 0.264932 -2.741294 0.0692 0.1039 0.0024 -0.008
S -1.751608 0.390346 -1.376863 -0.4709 0.0885 0.0402 -0.019
C -2.217423 -1.093841 -0.481056 -0.0975 0.0490 0.0171 -0.002
C -3.388729 -1.228555 0.247699 0.0318 0.0089 -0.0371 -0.001
C -3.715264 -2.478866 0.752648 -0.0197 -0.0006 0.0060 0.000
C -2.899906 -3.574326 0.501419 0.0207 -0.0135 -0.0076 -0.001
C -1.730347 -3.427049 -0.230855 -0.0189 0.0307 0.0022 0.000
C -1.362103 -2.171495 -0.700579 0.0275 -0.1235 -0.0803 -0.005
P 0.169028 -1.787986 -1.607715 0.0408 -0.0279 -0.0010 0.017
C 0.312707 -3.007151 -2.912975 0.0274 0.0109 -0.0701 0.009
C 1.400400 -3.869920 -3.014619 0.0181 0.0060 0.0309 0.003
C 1.444157 -4.787847 -4.054156 0.0052 -0.0172 -0.0176 0.000
C 0.415454 -4.843103 -4.981875 -0.0320 0.0229 0.0032 0.002
C -0.666659 -3.975171 -4.883476 0.0185 0.0041 0.0125 0.000
C -0.719196 -3.051821 -3.854077 0.0030 -0.0043 0.0077 0.002
C 1.540430 -1.904783 -0.376462 0.0123 -0.0228 0.0664 0.000
C 1.679184 -3.112933 0.451181 -0.0013 0.0520 -0.0535 0.000
C 2.755326 -3.465136 1.171967 0.0815 0.0375 0.0075 0.000
C 4.046005 -2.819788 1.420947 -0.0523 -0.0713 -0.0139 0.000
C 4.508210 -1.631085 1.026531 -0.0043 0.0512 0.0329 0.000
C 3.815541 -0.585657 0.227832 0.0926 0.0237 -0.0243 0.000
C -2.671937 1.666143 -0.543382 0.0492 -0.0189 0.0332 -0.002
C -3.969305 1.970046 -0.925746 -0.0420 -0.0093 0.0172 -0.001
C -4.621776 3.001292 -0.267708 0.0032 -0.0178 -0.0101 0.000
C -3.974757 3.712506 0.738475 0.0233 0.0104 0.0151 -0.001
C -2.665523 3.414942 1.086553 -0.0240 0.0084 0.0310 -0.001
C -1.998453 2.379215 0.439836 -0.0158 -0.0646 -0.1358 -0.005
P -0.251654 1.943777 0.710953 0.1525 0.3092 0.2342 0.005
C -0.194337 1.170853 2.349049 -0.0519 -0.0312 -0.0211 -0.003
C 1.040304 0.782783 2.871805 0.0020 0.0096 -0.0304 -0.001
C 1.113312 0.149724 4.099734 -0.0075 0.0024 0.0007 0.000
C -0.049656 -0.119833 4.811041 0.0138 0.0064 -0.0126 -0.001
C -1.280240 0.248605 4.291545 -0.0096 0.0023 -0.0017 0.000
C -1.355854 0.894110 3.064228 0.0061 -0.0214 0.0162 -0.002
C 0.509615 3.592640 0.889947 -0.0721 -0.0046 -0.0297 0.009
C 1.285927 3.967730 1.980233 0.0610 -0.0075 -0.0062 0.003
C 1.853652 5.235176 2.027937 -0.0097 0.0165 -0.0203 0.000
C 1.645851 6.137128 0.996277 -0.0001 -0.0342 0.0195 0.002
C 0.852297 5.777186 -0.085888 -0.0037 -0.0001 -0.0095 0.000
C 0.288124 4.513636 -0.137413 0.0003 0.0213 -0.0054 0.002
H -4.044312 -0.384096 0.412241 0.0033 0.0046 0.0003 0.000
H -4.624849 -2.601744 1.325281 0.0061 -0.0064 0.0030 0.000
H -3.178443 -4.550288 0.875848 -0.0041 0.0040 -0.0002 0.000
H -1.111651 -4.288895 -0.445426 -0.0024 -0.0100 -0.0027 0.000
H 2.214354 -3.818420 -2.304140 -0.0069 -0.0025 -0.0060 0.000
H 2.288757 -5.458337 -4.139301 -0.0020 0.0022 0.0053 0.000
H 0.456084 -5.561768 -5.789574 0.0030 -0.0009 -0.0009 0.000
H -1.464779 -4.014020 -5.612501 0.0028 -0.0031 -0.0017 0.000
H -1.553820 -2.362478 -3.780201 -0.0015 -0.0093 -0.0052 0.000
H 0.839723 -3.796573 0.476294 -0.0265 0.0188 0.0477 0.000
H 2.656313 -4.416695 1.685491 0.0020 0.0106 0.0225 0.000
H 4.711826 -3.410051 2.038776 -0.0045 -0.0206 -0.0194 0.000
H 5.510238 -1.351735 1.337925 0.0092 -0.0190 -0.0274 0.000
H 3.237513 0.046464 0.915024 -0.0259 -0.0350 0.0253 0.000
H -4.438441 1.420596 -1.731993 0.0064 -0.0003 0.0003 0.000
H -5.633699 3.262507 -0.546822 0.0021 -0.0036 -0.0018 0.000
H -4.490569 4.520760 1.239512 0.0025 0.0005 0.0018 0.000
H -2.153985 3.996674 1.843843 -0.0097 0.0041 0.0008 0.000
H 1.948664 0.970197 2.312349 0.0024 0.0019 0.0162 0.000
H 2.076414 -0.142197 4.496934 -0.0018 -0.0009 0.0012 0.000
H 0.006464 -0.620199 5.768600 -0.0022 0.0005 -0.0007 0.000
H -2.187723 0.037299 4.841592 0.0029 0.0003 -0.0006 0.000
H -2.324160 1.175389 2.671183 0.0004 -0.0010 0.0043 0.000
H 1.448189 3.285464 2.802743 -0.0098 -0.0138 0.0003 0.000
H 2.455820 5.516261 2.881556 0.0015 0.0020 -0.0039 0.000
H 2.090176 7.122320 1.038382 -0.0020 0.0004 0.0014 0.000
H 0.664593 6.483774 -0.883565 0.0043 0.0038 0.0047 0.000
H -0.370179 4.261161 -0.962810 0.0179 -0.0004 -0.0003 0.000
F 3.516305 -1.861773 -1.923610 -0.0603 -0.0046 0.0123 0.000
B 2.874858 -1.129719 -0.947561 -0.0581 -0.1062 -0.1088 0.001
F 0.889362 -0.796339 0.486190 -0.0331 -0.0573 -0.1328 -0.005
F 4.799401 0.261452 -0.320931 -0.0259 0.0005 0.0174 0.000
F 2.286362 0.093865 -1.629122 0.2498 0.3126 0.2641 0.019
N 0.732928 2.116585 -2.403409 -0.1450 -0.1570 -0.2815 0.008
H 1.289972 1.721990 -3.159140 0.0108 0.0228 -0.0071 0.002
H 1.323966 2.802358 -1.936963 0.0030 0.0107 -0.0185 0.004
H -0.038622 2.618771 -2.830980 -0.0177 -0.0203 -0.0028 -0.001
```
Positions in Å, forces in eV/Å.

[2]
Below is the ion C8H13N2 with charge +1 at a distorted geometry, with properties calculated with ωB97M-V/def2-TZVPD.

The calculation puts the orbital gap at 9.302 eV. As for the net charge: +1.

The geometry in XYZ format:
```
23
Properties=species:S:1:pos:R:3:forces:R:3:nbo_charge:R:1
C 1.056095 1.422893 0.960439 -0.2326 -0.6060 1.0766 0.296
C 0.760885 -0.032203 2.712227 -1.0359 0.0764 0.5209 0.411
C 1.246775 0.365616 0.015728 1.6792 -2.0639 -1.8339 -0.330
C 0.181489 0.443807 -1.133499 -0.0803 0.9161 -1.1350 -0.204
C -0.645494 -0.616922 -0.440734 0.0351 -2.4602 -0.5422 -0.199
C 0.588267 -0.992022 0.474348 -1.5541 4.8083 0.8893 -0.056
C -0.595442 1.735317 -1.268735 -1.2051 -0.5499 -0.3797 -0.615
C -1.247857 -1.722485 -1.408281 -0.6889 1.2981 2.4191 -0.614
N 0.795659 1.226024 2.201363 0.8256 0.9013 0.3402 -0.473
N 0.512521 -1.066290 1.956782 0.3482 1.8361 -1.3023 -0.447
H 1.117582 2.399525 0.551791 -0.0068 1.0931 0.2310 0.221
H 0.813177 -0.035811 3.844743 -0.0818 -0.7045 -1.5306 0.256
H 2.348338 0.401305 -0.267853 -1.1614 -0.3486 0.0977 0.279
H 0.452170 0.148277 -2.169788 0.5690 -0.2471 0.9680 0.248
H -1.507799 -0.261401 0.110986 0.0769 0.5453 0.2405 0.224
H 0.980338 -1.835942 0.111687 2.0401 -3.1606 -1.0585 0.231
H -0.362086 2.481002 -2.015367 0.2361 -0.3383 -0.5614 0.244
H -0.532318 2.250449 -0.373182 -0.0911 1.2701 1.8492 0.193
H -1.661432 1.458854 -1.275202 0.2325 0.2977 -0.7204 0.229
H -1.651840 -1.207802 -2.254192 -0.5890 0.3476 -0.4469 0.229
H -2.040200 -2.153783 -0.790345 -0.2667 -0.2194 -0.6160 0.218
H -0.687714 -2.530076 -1.793824 1.4012 -0.6234 -0.0836 0.227
H 0.078885 -1.878332 2.250909 -0.4501 -2.0685 1.5780 0.433
```
Positions in Å, forces in eV/Å.

[3]
Below is a cluster of 2 separate species, C5H8O3 in total at a distorted geometry, with properties calculated with ωB97M-V/def2-TZVPD.

The calculation puts the orbital gap at 9.406 eV.

The geometry in XYZ format:
```
16
Properties=species:S:1:pos:R:3:forces:R:3:nbo_charge:R:1
C -0.524860 0.427798 -0.688703 1.5310 -2.5421 1.5822 0.117
C -1.997965 0.755957 -0.626155 0.1944 -0.1028 0.2240 -0.643
O 0.334288 1.512188 -0.530165 0.1077 0.7182 0.0480 -0.709
H 0.013756 2.073669 0.188504 -0.0813 -0.0702 -0.0701 0.476
H -0.235029 -0.048445 -1.628851 -0.1634 0.1694 -0.0012 0.195
H 1.062468 -1.478920 -0.557979 3.1325 1.7326 2.1284 0.176
H -2.260043 1.121893 0.368034 -0.0322 0.0211 -0.0570 0.219
H -2.227913 1.515800 -1.373738 0.0456 0.0048 0.0058 0.229
H -2.591713 -0.130822 -0.834082 -0.0158 -0.0415 0.0268 0.235
C 2.196261 -1.168822 0.062019 0.3431 -2.1678 -4.2720 0.651
O 2.644736 -0.022718 0.577497 -1.8519 0.7089 0.3431 -0.670
C -0.103464 -0.686649 0.498070 -3.8903 2.3099 1.8421 -0.171
C -0.306228 -1.001550 1.683265 -0.4035 0.0840 -3.2596 -0.283
O 2.996703 -2.023026 -0.208261 -0.0375 -0.3027 0.9438 -0.575
H 1.908456 0.631216 0.650482 0.5685 -0.5343 -0.1690 0.507
H -0.909452 -1.477571 2.420062 0.5533 0.0123 0.6847 0.246
```
Positions in Å, forces in eV/Å.

Table of energy above the lowest of the compared OMol25 structures with the same formula, charge and spin (kJ/mol), in record order: 539.1, 334.6, 517.2
Table of molar mass (g/mol), in record order: 729.41, 137.21, 116.12